(1)
The following is a quantum chemistry calculation of 6 unconnected molecules or ions with the total composition C4H19O6 at a distorted geometry, from the OMol25 dataset.

Properties
- Gap between HOMO and LUMO: 5.4196 eV
- 2S+1: 1
- Largest force on an atom: 2.8 eV/Å
- Net charge: -1

CARTESIAN COORDINATES (ANGSTROEM)
O1 -8.367 3.823 22.365
H1 -8.953 3.307 22.923
H2 -7.463 3.625 22.622
H3 -8.517 4.764 22.479
C1 -8.127 -0.688 24.403
C2 -9.611 -0.213 24.750
C3 -9.840 0.153 26.187
O2 -10.109 0.707 23.759
H4 -7.750 -1.547 24.959
H5 -7.401 0.092 24.633
H6 -7.971 -0.722 23.325
H7 -10.154 -1.157 24.704
H8 -10.895 0.169 26.458
H9 -9.423 1.144 26.367
H10 -9.319 -0.420 26.955
C4 -5.133 5.019 25.133
O3 -4.952 4.303 23.905
H11 -6.148 4.840 25.487
H12 -4.467 4.548 25.856
H13 -5.006 6.093 25.267
O4 -9.231 7.459 22.929
H14 -9.460 7.812 23.789
H15 -9.028 8.231 22.400
O5 -5.331 2.504 20.250
H16 -5.037 2.583 21.158
H17 -4.965 3.273 19.812
O6 -13.612 2.670 24.161
H18 -12.831 2.145 23.985
H19 -13.666 2.708 25.116

Electronic structure analysis, natural (NBO) charges in units of e: O -0.767; H 0.573; H 0.568; H 0.556; C -0.648; C 0.102; C -0.626; O -1.015; H 0.177; H 0.183; H 0.211; H 0.088; H 0.188; H 0.185; H 0.183; C -0.245; O -1.022; H 0.099; H 0.115; H 0.095; O -0.950; H 0.477; H 0.474; O -0.955; H 0.491; H 0.463; O -0.962; H 0.498; H 0.461


(2)
The following is a quantum chemistry calculation of a single C4H2 molecule at a distorted geometry, from the OMol25 dataset.

Properties
- Gap between HOMO and LUMO: 10.6487 eV
- 2S+1: 1
- SMILES: C#CC#C
- Largest force on an atom: 1.4 eV/Å
- Net charge: 0

CARTESIAN COORDINATES (ANGSTROEM)
C1 0.039 1.880 0.403
C2 -0.068 0.708 0.145
C3 -0.046 -0.666 -0.200
C4 0.143 -1.872 -0.260
H1 -0.236 2.895 0.422
H2 0.167 -2.944 -0.510

Electronic structure analysis, natural (NBO) charges in units of e: C -0.166; C -0.074; C -0.089; C -0.160; H 0.237; H 0.253


(3)
The following is a quantum chemistry calculation of a single C4H2 molecule at a distorted geometry, from the OMol25 dataset.

Properties
- Gap between HOMO and LUMO: 11.2493 eV
- 2S+1: 1
- SMILES: C#CC#C
- Largest force on an atom: 6.1 eV/Å
- Net charge: 0

CARTESIAN COORDINATES (ANGSTROEM)
C1 2.013 0.013 0.003
C2 -1.994 0.029 0.001
C3 -0.799 -0.023 -0.003
C4 0.760 0.002 -0.004
H1 3.060 0.017 -0.006
H2 -3.040 -0.038 0.009

Electronic structure analysis, natural (NBO) charges in units of e: C -0.180; C -0.177; C -0.057; C -0.062; H 0.239; H 0.237


(4)
The following is a quantum chemistry calculation of 5 unconnected molecules or ions with the total composition C4H20N2O5 at a distorted geometry, from the OMol25 dataset.

Properties
- Gap between HOMO and LUMO: 10.3038 eV
- 2S+1: 1
- SMILES: NC[C@H](N)CCO.O.O.O.O
- Largest force on an atom: 4.6 eV/Å
- Net charge: 0

CARTESIAN COORDINATES (ANGSTROEM)
N1 -0.555 2.581 0.025
C1 -0.383 1.140 -0.291
C2 0.175 0.523 1.040
C3 -0.563 -0.714 1.546
O1 -1.851 -0.841 1.074
C4 0.725 0.878 -1.439
N2 0.153 0.611 -2.735
H1 -1.240 3.048 -0.481
H2 0.269 3.077 -0.065
H3 -2.354 -0.023 1.183
H4 -1.313 0.647 -0.539
H5 0.192 1.328 1.900
H6 1.213 0.196 0.874
H7 -0.094 -1.608 0.962
H8 -0.762 -0.575 2.639
H9 1.355 -0.023 -1.244
H10 1.280 1.952 -1.372
H11 -0.269 1.477 -3.194
H12 1.029 0.465 -3.451
H13 2.672 -1.056 0.832
H14 3.123 -2.497 1.005
O2 3.417 -1.563 1.006
H15 0.727 -2.579 -0.814
H16 1.541 -3.760 -0.143
O3 1.306 -2.875 -0.052
H17 -2.114 2.167 1.413
H18 -2.388 1.819 2.845
O4 -2.687 1.617 1.968
H19 -0.893 -1.434 -2.230
H20 -0.978 -1.855 -0.653
O5 -0.734 -2.122 -1.608

Electronic structure analysis, natural (NBO) charges in units of e: N -0.865; C -0.094; C -0.431; C -0.098; O -0.770; C -0.217; N -0.857; H 0.362; H 0.363; H 0.495; H 0.219; H 0.210; H 0.192; H 0.208; H 0.187; H 0.210; H 0.153; H 0.359; H 0.364; H 0.459; H 0.482; O -0.941; H 0.509; H 0.473; O -1.006; H 0.493; H 0.478; O -0.961; H 0.504; H 0.505; O -0.984


(5)
The following is a quantum chemistry calculation of 7 unconnected molecules or ions with the total composition C4H21NO6 at a distorted geometry, from the OMol25 dataset.

Properties
- Gap between HOMO and LUMO (spin up / spin down): 10.9743 / 6.8102 eV
- 2S+1: 2
- Largest force on an atom: 3.2 eV/Å
- Net charge: +1

CARTESIAN COORDINATES (ANGSTROEM)
C1 1.009 0.826 1.647
C2 0.791 0.270 0.411
N1 -0.342 0.101 -0.317
C3 -0.380 1.004 -1.502
C4 -1.191 0.407 -2.679
H1 2.006 0.762 2.057
H2 0.259 1.287 2.282
H3 1.640 -0.162 -0.078
H4 -1.164 0.259 0.259
H5 -0.708 1.990 -1.184
H6 0.645 1.131 -1.845
H7 -2.044 1.022 -2.958
H8 -0.516 0.364 -3.527
H9 -1.533 -0.600 -2.461
H10 4.701 -1.044 0.034
H11 3.378 -1.613 -0.595
O1 3.805 -1.337 0.221
H12 -3.737 1.985 1.987
H13 -2.816 0.794 1.793
O2 -2.923 1.720 1.545
H14 -1.851 3.883 0.686
H15 -1.990 3.876 -0.851
O3 -1.346 3.855 -0.134
H16 1.739 -2.594 0.444
H17 2.040 -2.022 1.918
O4 1.477 -2.577 1.376
H18 0.620 -2.042 -1.701
H19 0.294 -3.353 -0.923
O5 0.998 -2.854 -1.352
H20 -0.462 -2.414 1.818
H21 -1.138 -1.024 1.639
O6 -1.261 -1.900 1.993

Electronic structure analysis, natural (NBO) charges in units of e: C -0.139; C 0.081; N -0.394; C -0.247; C -0.637; H 0.237; H 0.231; H 0.233; H 0.394; H 0.274; H 0.215; H 0.240; H 0.234; H 0.225; H 0.498; H 0.478; O -0.970; H 0.496; H 0.469; O -0.962; H 0.489; H 0.477; O -0.954; H 0.500; H 0.490; O -0.977; H 0.472; H 0.497; O -0.949; H 0.508; H 0.421; O -0.929


(6)
The following is a quantum chemistry calculation of 7 unconnected molecules or ions with the total composition C4H21NO7S at a distorted geometry, from the OMol25 dataset.

Properties
- Gap between HOMO and LUMO: 9.8900 eV
- 2S+1: 1
- SMILES: NC(=O)CCCS.O.O.O.O.O.O
- Largest force on an atom: 5.2 eV/Å
- Net charge: 0

CARTESIAN COORDINATES (ANGSTROEM)
C1 0.554 -0.060 0.907
C2 -0.486 1.005 1.290
C3 -0.631 1.034 2.821
S1 -0.645 -0.665 3.651
C4 1.723 0.481 -0.088
N1 2.379 1.754 0.269
O1 2.184 -0.212 -0.968
H1 -0.006 -0.674 0.292
H2 1.155 -0.607 1.568
H3 -0.386 2.012 0.734
H4 -1.419 0.754 0.787
H5 0.310 1.561 3.310
H6 -1.480 1.584 3.063
H7 -1.815 -0.441 4.347
H8 3.241 2.098 -0.196
H9 2.048 2.455 0.993
H10 -2.484 2.799 -1.024
H11 -3.633 2.014 -1.390
O2 -3.394 2.937 -1.282
H12 1.941 -3.194 -0.946
H13 1.612 -1.802 -0.820
O3 1.098 -2.649 -0.755
H14 1.889 1.839 -2.687
H15 0.606 2.105 -3.609
O4 1.509 1.905 -3.584
H16 -1.738 0.237 -1.148
H17 -2.615 -0.375 -2.146
O5 -2.397 0.444 -1.705
H18 -1.892 -2.547 -1.267
H19 -1.113 -2.470 -2.534
O6 -2.005 -2.510 -2.225
H20 1.563 -3.126 1.996
H21 2.175 -3.845 0.638
O7 2.152 -3.838 1.711

Electronic structure analysis, natural (NBO) charges in units of e: C -0.497; C -0.435; C -0.477; S -0.083; C 0.728; N -0.894; O -0.622; H 0.229; H 0.245; H 0.226; H 0.209; H 0.210; H 0.223; H 0.151; H 0.411; H 0.408; H 0.450; H 0.484; O -0.938; H 0.451; H 0.491; O -0.971; H 0.477; H 0.475; O -0.953; H 0.451; H 0.503; O -0.954; H 0.473; H 0.482; O -0.948; H 0.471; H 0.471; O -0.951


(7)
The following is a quantum chemistry calculation of 7 unconnected molecules or ions with the total composition C4H21NO8 at a distorted geometry, from the OMol25 dataset.

Properties
- Gap between HOMO and LUMO: 10.8889 eV
- 2S+1: 1
- SMILES: O=CNCCCO.O.O.O.O.O.O
- Largest force on an atom: 2.0 eV/Å
- Net charge: 0

CARTESIAN COORDINATES (ANGSTROEM)
O1 3.494 0.532 0.032
C1 3.189 -0.640 0.170
N1 2.120 -1.166 -0.488
C2 1.593 -2.492 -0.113
C3 0.150 -2.783 -0.581
C4 -0.790 -2.993 0.635
O2 -0.869 -1.816 1.433
H1 3.685 -1.337 0.854
H2 1.405 -0.534 -0.819
H3 2.314 -3.275 -0.327
H4 1.482 -2.439 0.986
H5 0.267 -3.667 -1.203
H6 -0.297 -1.940 -1.106
H7 -1.821 -3.045 0.279
H8 -0.464 -3.899 1.142
H9 -0.154 -1.199 1.253
H10 -0.317 0.184 2.503
H11 -1.657 0.798 2.165
O3 -0.755 1.030 2.392
H12 -0.151 2.040 -0.902
H13 -0.743 1.821 -2.268
O4 -0.970 2.246 -1.431
H14 -1.881 0.063 -1.561
H15 -3.091 -0.265 -2.307
O5 -2.133 -0.374 -2.390
H16 -2.822 1.929 1.369
H17 -2.157 2.225 0.088
O6 -3.030 1.965 0.433
H18 -0.962 3.833 -0.179
H19 0.243 3.683 0.804
O7 -0.527 4.208 0.598
H20 2.102 1.817 -0.017
H21 2.039 3.094 -0.923
O8 1.510 2.398 -0.523

Electronic structure analysis, natural (NBO) charges in units of e: O -0.635; C 0.543; N -0.615; C -0.232; C -0.446; C -0.058; O -0.730; H 0.128; H 0.399; H 0.211; H 0.174; H 0.231; H 0.223; H 0.196; H 0.168; H 0.454; H 0.462; H 0.470; O -0.932; H 0.503; H 0.490; O -1.005; H 0.476; H 0.477; O -0.954; H 0.449; H 0.486; O -0.943; H 0.480; H 0.479; O -0.963; H 0.510; H 0.498; O -0.996


(8)
The following is a quantum chemistry calculation of 12 unconnected molecules or ions with the total composition C4H22BO19 at a distorted geometry, from the OMol25 dataset.

Properties
- Gap between HOMO and LUMO (spin up / spin down): 7.9352 / 3.0370 eV
- 2S+1: 2
- Largest force on an atom: 5.2 eV/Å
- Net charge: 0

CARTESIAN COORDINATES (ANGSTROEM)
O1 -1.043 3.196 -0.336
C1 -0.435 2.143 -0.615
O2 -0.210 1.133 0.259
B1 0.224 -0.093 -0.418
O3 0.282 0.296 -1.878
C2 -0.206 1.546 -2.021
O4 -0.466 2.011 -3.103
O5 -0.653 -1.284 -0.119
C3 0.062 -2.223 0.364
O6 -0.404 -3.330 0.678
C4 1.515 -1.693 0.479
O7 1.557 -0.500 0.022
O8 2.495 -2.310 0.860
O9 -2.716 -5.428 0.864
H1 -2.209 -5.782 1.594
H2 -2.305 -4.585 0.673
O10 -1.013 2.251 2.876
H3 -1.942 2.167 2.658
H4 -0.562 2.178 2.035
O11 0.792 -3.147 3.867
H5 -0.129 -2.888 3.830
H6 1.224 -2.591 3.219
O12 -2.964 -0.551 1.770
H7 -2.222 -1.120 1.565
H8 -3.268 -0.853 2.626
O13 1.460 3.995 1.311
H9 0.570 4.090 0.970
H10 1.967 3.666 0.570
O14 -3.104 -2.460 -0.963
H11 -2.849 -2.324 -1.876
H12 -2.539 -1.869 -0.465
O15 4.696 -0.680 -1.641
H13 4.791 0.149 -2.111
H14 4.246 -0.446 -0.830
O16 5.401 -3.023 1.505
H15 4.921 -3.801 1.791
H16 4.737 -2.468 1.097
O17 -2.017 -1.095 -3.293
H17 -1.090 -1.203 -3.505
H18 -2.263 -0.267 -3.706
O18 0.829 4.580 -4.229
H19 1.024 3.708 -3.887
H20 1.391 4.666 -4.999
O19 -2.729 5.309 1.153
H21 -2.448 6.189 0.903
H22 -2.399 4.744 0.455

Electronic structure analysis, natural (NBO) charges in units of e: O -0.536; C 0.687; O -0.677; B 1.201; O -0.671; C 0.677; O -0.513; O -0.589; C 0.688; O -0.257; C 0.694; O -0.568; O -0.451; O -0.926; H 0.468; H 0.462; O -0.941; H 0.469; H 0.469; O -0.911; H 0.463; H 0.459; O -0.921; H 0.443; H 0.482; O -0.930; H 0.477; H 0.454; O -0.702; H 0.507; H 0.478; O -0.931; H 0.470; H 0.463; O -0.933; H 0.466; H 0.469; O -0.974; H 0.487; H 0.496; O -0.932; H 0.468; H 0.465; O -0.942; H 0.466; H 0.476